[1]
{
  "formula": "C28H32F3N7O2PbS",
  "method": "ωB97M-V with the def2-TZVPD basis set",
  "charge": 2,
  "de_lowest_ev": 0.000,
  "homo_lumo_gap_ev": 6.14,
  "fmax_ev_per_a": 0.20,
  "e_homo_ev": -14.129,
  "symbols": ["Pb", "C", "C", "C", "C", "C", "N", "C", "C", "C", "C", "C", "C", "C", "N", "C", "C", "C", "N", "C", "C", "N", "C", "C", "C", "N", "H", "H", "H", "H", "H", "H", "H", "H", "H", "H", "H", "H", "H", "H", "H", "H", "H", "H", "C", "C", "N", "C", "C", "S", "C", "C", "N", "H", "H", "H", "H", "H", "H", "H", "H", "H", "H", "H", "H", "H", "H", "F", "C", "F", "F", "C", "O", "O"],
  "positions_angstrom": [[1.5689, -0.5868, 0.1061], [-4.9641, -4.0622, 0.3178], [-4.0352, -3.0534, -0.2423], [-4.5305, -1.7206, -0.4614], [-3.7159, -0.7575, -0.9194], [-2.3041, -1.0350, -1.1453], [-1.3604, -0.1645, -1.1777], [-1.5574, 1.1759, -0.8875], [-2.3940, 1.6517, 0.1266], [-2.4838, 3.0096, 0.3753], [-1.7535, 3.9339, -0.3660], [-1.8680, 5.4069, -0.1152], [-0.8746, 3.4523, -1.3436], [-0.7564, 2.1002, -1.5828], [0.1492, 1.6416, -2.5778], [0.0028, 1.7100, -3.9189], [1.1052, 1.1139, -4.4805], [1.8691, 0.7001, -3.3825], [1.2916, 1.0132, -2.2291], [-1.8948, -2.4516, -1.1628], [-2.7494, -3.3994, -0.6265], [-0.6629, -2.8074, -1.6218], [0.0586, -3.9444, -1.2869], [1.1393, -3.9729, -2.0969], [0.9990, -2.8214, -2.9344], [-0.0615, -2.1191, -2.6498], [-5.3719, -3.6829, 1.2594], [-4.4879, -5.0227, 0.4937], [-5.8199, -4.1929, -0.3503], [-5.5776, -1.5245, -0.2715], [-4.0850, 0.2362, -1.1335], [-2.9042, 0.9465, 0.7686], [-3.1295, 3.3570, 1.1718], [-2.6759, 5.6314, 0.5775], [-2.0548, 5.9416, -1.0470], [-0.9416, 5.8042, 0.3039], [-0.2792, 4.1415, -1.9308], [-0.8584, 2.1807, -4.3635], [1.3278, 1.0072, -5.5272], [2.8244, 0.1943, -3.3864], [-2.4421, -4.4325, -0.5643], [-0.2425, -4.5846, -0.4756], [1.9251, -4.7080, -2.1089], [1.6372, -2.5110, -3.7477], [4.6133, 0.7702, 0.7862], [4.1675, 0.4351, 2.2038], [3.0152, -0.4887, 2.2190], [2.1318, -0.2784, 3.3805], [1.3155, 1.0220, 3.3055], [0.8517, 1.6410, 1.6482], [2.1734, 2.8620, 1.3204], [3.0297, 2.5855, 0.0865], [3.4927, 1.1973, -0.0632], [5.0470, -0.1202, 0.3253], [5.4040, 1.5266, 0.8304], [3.8844, 1.3382, 2.7386], [5.0152, 0.0116, 2.7473], [3.3406, -1.4511, 2.2612], [2.7124, -0.2514, 4.3078], [1.4702, -1.1371, 3.4374], [1.8232, 1.8517, 3.7946], [0.3754, 0.8735, 3.8340], [2.7674, 2.9448, 2.2267], [1.6765, 3.8211, 1.1800], [3.8727, 3.2855, 0.0984], [2.4360, 2.8006, -0.8024], [3.7698, 1.1071, -1.0352], [-0.7297, -3.3826, 3.7751], [-1.1751, -3.1112, 2.5520], [-2.4022, -2.5883, 2.6481], [-1.2854, -4.2740, 1.8801], [-0.1964, -2.1591, 1.8216], [-0.6247, -1.0489, 1.4324], [0.9662, -2.5779, 1.6750]],
  "forces_ev_per_a": [[0.0, 0.0, -0.1], [0.0, 0.0, 0.1], [-0.1, 0.1, 0.0], [0.0, -0.1, 0.0], [0.0, 0.1, 0.0], [-0.1, 0.0, 0.0], [-0.1, 0.1, 0.0], [0.0, -0.1, 0.0], [0.0, 0.0, 0.0], [0.0, 0.0, 0.0], [0.0, 0.0, 0.0], [0.0, 0.0, 0.0], [0.0, -0.1, 0.0], [0.1, 0.2, 0.1], [0.0, -0.1, -0.1], [0.0, 0.0, -0.1], [0.0, 0.0, 0.0], [0.1, -0.1, 0.0], [-0.1, 0.1, 0.0], [0.0, 0.0, 0.0], [0.0, 0.0, 0.0], [0.1, -0.1, 0.0], [0.0, 0.0, 0.0], [0.0, 0.0, 0.0], [0.1, 0.0, 0.0], [-0.1, 0.0, 0.0], [0.0, 0.0, 0.0], [0.0, 0.0, 0.0], [0.0, 0.0, 0.0], [0.0, 0.0, 0.0], [0.0, 0.0, 0.0], [0.0, 0.0, 0.0], [0.0, 0.0, 0.0], [0.0, 0.0, 0.0], [0.0, 0.0, 0.0], [0.0, 0.0, 0.0], [0.0, 0.0, 0.0], [0.0, 0.0, 0.0], [0.0, 0.0, 0.0], [0.0, 0.0, 0.0], [0.0, 0.0, 0.0], [0.0, 0.0, 0.0], [0.0, 0.0, 0.0], [0.0, 0.0, 0.0], [0.0, 0.0, 0.0], [0.0, -0.1, -0.1], [-0.1, 0.0, 0.1], [0.0, 0.0, -0.1], [0.0, 0.0, 0.0], [0.1, 0.0, 0.0], [0.0, 0.0, 0.0], [-0.1, -0.1, 0.0], [0.0, 0.1, 0.0], [0.0, 0.0, 0.0], [0.0, 0.0, 0.0], [0.0, 0.0, 0.0], [0.0, 0.0, 0.0], [0.0, 0.0, 0.0], [0.0, 0.0, 0.0], [0.0, 0.0, 0.0], [0.0, 0.0, 0.0], [0.0, 0.0, 0.0], [0.0, 0.0, 0.0], [0.0, 0.0, 0.0], [0.0, 0.0, 0.0], [0.0, 0.0, 0.0], [0.0, -0.1, 0.0], [0.0, 0.0, 0.0], [-0.1, 0.1, 0.0], [0.0, 0.0, 0.0], [0.0, 0.0, 0.0], [0.2, 0.0, -0.1], [-0.1, 0.0, 0.0], [0.0, -0.2, 0.0]],
  "lowdin_charge": [1.4113, 0.0042, -0.1737, 0.0173, 0.0446, -0.1707, 0.1982, -0.2205, -0.0115, -0.0066, -0.2346, -0.0209, 0.0494, -0.1451, -0.1013, -0.0248, -0.0288, -0.1583, -0.0108, -0.0569, 0.0470, -0.0685, -0.0323, -0.0089, -0.1249, 0.1104, 0.1156, 0.0982, 0.1172, 0.1387, 0.1333, 0.1285, 0.1300, 0.0885, 0.0974, 0.0926, 0.1424, 0.1397, 0.1099, 0.1120, 0.1316, 0.1285, 0.1174, 0.1191, -0.1803, -0.1728, -0.1602, -0.2310, -0.3788, 0.8895, -0.3889, -0.2474, -0.1834, 0.1284, 0.1341, 0.1044, 0.1405, 0.1252, 0.1384, 0.0997, 0.0834, 0.0905, 0.0727, 0.0840, 0.1349, 0.0998, 0.0998, 0.1855, -0.5483, 0.1573, 0.1424, -0.6357, -0.1135, -0.0939]
}

---

[2]
{
  "formula": "C53H51ClF6LuN3PSSi2",
  "method": "ωB97M-V with the def2-TZVPD basis set",
  "charge": -1,
  "de_lowest_ev": 0.357,
  "homo_lumo_gap_ev": 7.02,
  "fmax_ev_per_a": 1.15,
  "e_homo_ev": -4.751,
  "symbols": ["Lu", "C", "Si", "C", "N", "C", "C", "C", "C", "C", "C", "C", "C", "C", "C", "C", "C", "C", "C", "C", "C", "C", "H", "H", "H", "H", "H", "H", "H", "H", "H", "H", "H", "H", "H", "H", "H", "H", "H", "H", "H", "H", "H", "H", "H", "H", "C", "Si", "C", "C", "N", "C", "C", "C", "C", "C", "C", "F", "H", "H", "H", "H", "H", "H", "H", "H", "H", "H", "H", "H", "H", "Cl", "C", "C", "C", "C", "C", "C", "P", "C", "C", "C", "C", "C", "C", "C", "C", "C", "C", "C", "C", "H", "H", "H", "H", "H", "H", "H", "H", "H", "H", "H", "H", "H", "H", "S", "C", "N", "F", "C", "C", "C", "F", "C", "F", "C", "F", "C", "F"],
  "positions_angstrom": [[0.0064, 0.4250, -0.5375], [-1.0837, 1.7131, 1.1840], [-0.3566, 3.2553, 1.8032], [1.4544, 2.8559, 2.1224], [2.0261, 1.9761, 1.0717], [2.5931, 2.7674, -0.0446], [3.8797, 3.5143, 0.3060], [4.9212, 2.5447, 0.8628], [4.3327, 1.7886, 2.0549], [3.0483, 1.0754, 1.6352], [-0.5572, 4.7816, 0.7305], [0.4233, 5.7768, 0.6565], [0.2192, 6.9401, -0.0800], [-0.9797, 7.1303, -0.7549], [-1.9652, 6.1522, -0.6999], [-1.7524, 4.9903, 0.0312], [-1.0791, 3.7580, 3.4858], [-1.6737, 5.0000, 3.7274], [-2.2994, 5.2814, 4.9392], [-2.3425, 4.3203, 5.9405], [-1.7554, 3.0762, 5.7255], [-1.1365, 2.8034, 4.5119], [-2.1348, 1.8849, 0.9213], [-1.1030, 1.0318, 2.0464], [1.4620, 2.3021, 3.0694], [2.0691, 3.7490, 2.2978], [1.8267, 3.4576, -0.4000], [2.8105, 2.0815, -0.8645], [3.6818, 4.2997, 1.0442], [4.2453, 4.0121, -0.5955], [5.8348, 3.0737, 1.1461], [5.1923, 1.8221, 0.0819], [4.1262, 2.4905, 2.8712], [5.0401, 1.0462, 2.4347], [2.6033, 0.5494, 2.4819], [3.2948, 0.3306, 0.8849], [1.3644, 5.6482, 1.1885], [0.9973, 7.6941, -0.1304], [-1.1377, 8.0281, -1.3409], [-2.8900, 6.2839, -1.2495], [-2.5277, 4.2263, 0.0541], [-1.6488, 5.7623, 2.9524], [-2.7577, 6.2514, 5.1009], [-2.8355, 4.5348, 6.8817], [-1.7919, 2.3167, 6.4987], [-0.6963, 1.8185, 4.3555], [-4.3480, -2.5311, 0.8653], [-3.3389, -0.9441, 1.0029], [-3.8040, -0.1738, 2.6593], [-4.1418, 0.1925, -0.2675], [-1.6393, -1.1782, 0.7933], [-0.9506, -1.7398, 1.8259], [-1.4823, -2.4430, 2.9464], [-0.6957, -2.9394, 3.9728], [0.6892, -2.7851, 3.9732], [1.2664, -2.1300, 2.8911], [0.4493, -1.6734, 1.8938], [1.0727, -1.0717, 0.8139], [-5.3695, -2.3538, 1.2302], [-3.9177, -3.3619, 1.4367], [-4.4129, -2.8513, -0.1822], [-4.8202, 0.2324, 2.5946], [-3.1292, 0.6533, 2.9121], [-3.7828, -0.8842, 3.4930], [-5.0621, 0.5859, 0.1847], [-4.4243, -0.3422, -1.1814], [-3.5265, 1.0523, -0.5488], [-2.5531, -2.6063, 2.9875], [-1.1753, -3.4593, 4.7953], [1.3021, -3.1666, 4.7796], [2.3391, -1.9842, 2.8068], [-1.9631, -0.2588, -2.3569], [-2.0674, -1.5999, -3.4717], [-3.0494, -1.5108, -4.4422], [-3.1771, -2.5418, -5.3575], [-2.3273, -3.6376, -5.2964], [-1.3508, -3.7059, -4.3128], [-1.2068, -2.6920, -3.3683], [0.0481, -2.7043, -2.0228], [1.3489, -3.7593, -2.8226], [2.1551, -3.1380, -3.7795], [3.1570, -3.8332, -4.4422], [3.3718, -5.1758, -4.1606], [2.5653, -5.8143, -3.2293], [1.5607, -5.1148, -2.5658], [-0.6715, -3.9232, -0.8506], [-1.9433, -4.4735, -0.9541], [-2.3937, -5.3856, -0.0034], [-1.5817, -5.7492, 1.0602], [-0.3131, -5.1943, 1.1806], [0.1339, -4.2857, 0.2341], [-3.6916, -0.6379, -4.4826], [-3.9412, -2.4825, -6.1239], [-2.4210, -4.4392, -6.0208], [-0.6861, -4.5608, -4.2731], [1.9890, -2.0962, -4.0176], [3.7747, -3.3212, -5.1725], [4.1631, -5.7213, -4.6642], [2.7130, -6.8675, -3.0145], [0.9407, -5.6373, -1.8515], [-2.5946, -4.1916, -1.7741], [-3.3906, -5.8034, -0.0943], [-1.9424, -6.4496, 1.8040], [0.3184, -5.4455, 2.0246], [1.1264, -3.8555, 0.3283], [-1.0235, 4.0571, -3.7813], [-0.5608, 3.0414, -2.6128], [-0.1890, 2.2859, -1.7934], [3.7687, -1.2176, -0.3541], [3.4471, -0.6379, -1.5454], [2.1654, -0.2148, -1.8039], [2.0054, 0.2030, -3.1089], [0.7443, 0.4374, -3.5492], [2.9955, 0.3075, -4.0592], [2.7457, 0.7083, -5.3099], [4.2717, -0.0791, -3.7088], [5.2627, -0.0257, -4.5999], [4.4966, -0.5759, -2.4435], [5.7237, -1.0009, -2.1164]],
  "forces_ev_per_a": [[-0.2, 0.0, 1.1], [0.1, 0.1, -0.3], [-0.1, -0.1, 0.0], [0.2, -0.1, -0.1], [0.0, -0.1, -0.2], [0.0, 0.1, 0.2], [0.0, 0.0, 0.1], [-0.1, 0.0, 0.0], [0.0, 0.0, 0.0], [0.1, 0.2, 0.0], [0.0, 0.1, -0.2], [-0.1, 0.0, 0.0], [0.0, -0.1, 0.0], [0.0, -0.1, 0.0], [0.0, 0.0, 0.0], [0.1, 0.0, 0.0], [-0.1, 0.0, 0.1], [0.1, 0.0, 0.1], [0.0, -0.1, 0.0], [0.1, 0.0, -0.1], [0.0, 0.1, -0.1], [0.0, 0.1, 0.0], [0.0, -0.1, 0.0], [0.0, 0.0, 0.0], [0.0, 0.0, -0.1], [0.0, -0.1, 0.1], [0.0, 0.0, 0.0], [0.0, -0.1, 0.0], [0.0, 0.0, 0.0], [0.0, 0.0, 0.0], [0.0, 0.0, 0.0], [0.0, 0.0, 0.0], [0.0, 0.0, 0.0], [0.0, 0.0, 0.0], [0.0, 0.0, 0.0], [0.0, 0.0, 0.0], [-0.1, 0.0, -0.1], [0.0, 0.0, 0.0], [0.0, 0.0, 0.0], [0.0, 0.0, 0.0], [0.1, 0.1, 0.0], [0.0, -0.1, 0.1], [0.0, 0.0, 0.0], [0.0, 0.0, 0.0], [0.0, 0.0, 0.0], [-0.1, 0.1, 0.0], [-0.1, -0.2, 0.0], [-0.2, 0.1, 0.0], [0.1, 0.1, 0.3], [-0.1, 0.1, -0.1], [0.6, 0.1, -0.3], [-0.3, 0.0, 0.0], [-0.1, 0.0, -0.1], [0.1, 0.1, -0.1], [-0.1, 0.0, 0.0], [0.1, -0.1, 0.1], [-0.2, 0.0, 0.3], [0.3, 0.1, -0.2], [0.1, 0.0, -0.1], [-0.1, 0.1, -0.1], [0.0, 0.0, 0.1], [0.1, 0.0, 0.0], [-0.1, -0.1, 0.0], [0.0, 0.1, -0.1], [0.1, -0.1, -0.1], [0.0, 0.1, 0.1], [-0.1, -0.1, 0.0], [0.1, 0.0, 0.0], [0.0, 0.0, 0.0], [0.0, 0.0, 0.0], [-0.1, 0.0, 0.0], [-0.4, 0.1, -0.6], [0.3, -0.2, 0.1], [-0.1, 0.1, 0.0], [0.0, 0.0, 0.0], [0.1, -0.1, 0.0], [-0.1, 0.0, -0.1], [0.0, 0.3, 0.1], [0.0, -0.6, 0.1], [0.0, 0.1, -0.1], [0.0, 0.0, 0.0], [0.0, 0.0, 0.0], [0.0, 0.0, 0.0], [0.0, 0.0, 0.0], [0.0, 0.1, -0.1], [0.1, 0.0, 0.0], [0.0, -0.1, 0.0], [0.0, 0.0, -0.1], [0.0, 0.0, 0.0], [0.0, 0.0, 0.0], [0.0, 0.0, -0.1], [0.1, -0.1, 0.0], [0.1, 0.0, 0.0], [0.0, 0.1, 0.1], [0.0, 0.0, 0.0], [0.0, 0.0, 0.0], [-0.1, 0.0, 0.0], [-0.1, 0.0, 0.0], [0.0, 0.1, 0.0], [0.0, 0.0, 0.1], [0.0, 0.0, 0.0], [0.1, 0.0, 0.0], [0.0, 0.0, 0.0], [0.0, 0.0, 0.0], [0.0, 0.0, 0.0], [-0.1, 0.0, 0.1], [0.2, 0.0, -0.1], [-0.2, -0.1, 0.2], [0.0, 0.0, 0.1], [0.0, -0.2, 0.2], [-0.1, 0.4, 0.0], [-0.2, -0.1, 0.2], [-0.2, 0.1, -0.3], [0.1, 0.0, 0.0], [0.0, 0.1, -0.2], [0.0, 0.0, 0.1], [0.3, 0.0, -0.2], [0.0, 0.0, 0.0], [0.2, -0.1, 0.0]],
  "lowdin_charge": [1.4792, -0.3821, 0.5587, -0.2269, -0.2054, -0.1993, -0.1793, -0.1947, -0.1744, -0.2040, -0.2623, -0.1017, -0.0932, -0.1016, -0.1018, -0.1041, -0.2199, -0.0901, -0.1024, -0.1125, -0.1002, -0.1077, -0.0250, -0.0214, 0.0881, 0.0738, 0.0977, 0.0949, 0.0970, 0.1127, 0.1033, 0.1103, 0.1072, 0.1093, 0.1076, 0.0838, 0.0901, 0.0947, 0.0950, 0.0988, 0.1042, 0.0937, 0.0938, 0.0912, 0.0948, 0.0974, -0.1771, 0.3590, -0.1682, -0.2280, -0.1368, -0.3651, -0.0530, -0.1093, -0.1193, -0.0409, -0.2451, -0.1122, 0.0307, 0.0105, 0.0187, 0.0273, 0.0169, 0.0202, 0.0314, 0.0011, -0.0089, 0.0737, 0.0972, 0.0887, 0.1178, 0.7578, -0.5730, -0.0961, -0.0789, -0.0765, -0.0741, -0.3723, 1.1147, -0.3394, -0.0883, -0.0717, -0.0934, -0.0862, -0.0854, -0.3708, -0.0863, -0.0949, -0.0880, -0.0784, -0.1246, 0.1119, 0.1053, 0.1033, 0.1098, 0.0911, 0.1067, 0.0989, 0.0995, 0.0968, 0.1005, 0.1030, 0.0994, 0.1059, 0.1129, 0.5042, -0.9774, -0.0998, 0.0308, -0.2707, -0.1221, -0.3203, -0.0018, -0.1764, 0.1106, -0.1591, 0.1102, -0.1647, 0.1005]
}